Record 1
CdI2NO3 as an isolated structure. Source: the OMol25 dataset; level of theory: ωB97M-V/def2-TZVPD.

CARTESIAN COORDINATES (ANGSTROEM)
Cd 1.187 -1.091 0.239
N -1.416 1.074 0.228
O -0.445 0.240 0.253
O -1.896 1.378 -0.847
O -1.843 1.508 1.296
I 3.623 0.264 -0.149
I 0.789 -3.373 -1.020

Cartesian forces (eV/Å) of the 3 atoms listed first:
Cd 0.9 0.6 -0.6
N -0.4 0.1 0.6
O 0.0 0.0 0.1

For the LUMO energy, the calculation gives 2.474 eV. As for the total energy: -1043.66900 Ha. As for the total charge: -1. The HOMO energy comes out at -0.21744 Ha.

=====

Record 2
Cl2F2O8Sr as an isolated structure. Source: the OMol25 dataset; level of theory: ωB97M-V/def2-TZVPD.

CARTESIAN COORDINATES (ANGSTROEM)
Sr -0.876 0.224 -0.288
F -1.303 0.305 -2.837
F -1.405 0.111 2.159
Cl -0.605 -3.328 -0.146
O 0.179 -2.344 0.629
O -1.439 -2.387 -0.850
O -0.070 -4.145 -1.029
O -1.546 -4.277 0.612
Cl 1.462 3.172 0.368
O 2.778 3.451 0.096
O 0.884 2.531 -0.805
O 1.083 2.242 1.339
O 0.858 4.446 0.752

Cartesian forces (eV/Å) of the 3 atoms listed first:
Sr 0.6 0.0 0.0
F 0.1 -0.1 1.3
F 0.0 0.0 -1.1

For the LUMO energy (spin up / spin down), the calculation gives 2.277 / -3.956 eV. As for the total energy: -1752.23501 Ha. As for the total charge: -1. The spin multiplicity is 2. The HOMO energy (spin up / spin down) comes out at -0.26464 / -0.25886 Ha.